(1)
Here is a cluster of 8 separate species, C26H74N10O8 in total from the Open Molecules 2025 dataset. Energies are from wB97M-V/def2-TZVPD.

Summary:
- frontier orbital gap (eV) = 9.080
- molecular weight (g/mol) = 654.9
- highest occupied orbital energy (Ha) = -0.3305
- ΔE to the lowest compared entry with this formula, charge and spin (eV) = 0.000
- LUMO level (eV) = 0.09
- SMILES = COC[C@H](C)N.COC[C@H](C)N.COC[C@H](C)N.COC[C@H](C)N.COC[C@H](C)N.COC[C@H](C)N.NC(N)=O.NC(N)=O

```
118
Properties=species:S:1:pos:R:3:forces:R:3
C 1.341 2.658 3.174 -0.308 0.172 0.291
O 1.613 1.782 2.360 -0.064 -0.034 0.169
N 1.624 2.530 4.503 0.025 0.181 -0.353
N 0.702 3.811 2.809 0.157 -0.352 -0.117
H 1.981 1.647 4.814 0.091 0.035 -0.012
H 1.327 3.209 5.178 -0.016 -0.069 0.046
H 0.532 4.583 3.425 0.001 -0.037 0.023
H 0.451 3.885 1.840 -0.014 0.156 0.011
C -0.099 -0.277 0.080 0.121 -0.336 -0.117
O -0.601 -0.905 -0.849 -0.087 -0.185 -0.270
N 0.292 1.021 -0.064 0.053 0.107 0.360
N 0.125 -0.820 1.309 0.094 0.486 0.112
H 0.353 1.395 -0.994 0.027 -0.029 -0.047
H 0.799 1.469 0.690 0.085 -0.012 -0.112
H -0.045 -1.797 1.525 0.036 0.259 -0.167
H 0.560 -0.234 2.004 0.063 -0.134 0.022
C -3.683 -3.744 1.492 -0.512 -0.221 -0.076
C -2.226 -3.353 1.430 0.018 0.522 -0.041
C -1.410 -4.031 2.495 0.213 -0.809 -0.189
O -0.103 -3.486 2.431 0.088 0.433 0.028
C 0.906 -4.266 3.024 0.320 0.404 0.146
N -1.644 -3.686 0.123 0.328 0.309 0.181
H -4.257 -3.261 0.699 0.134 0.074 -0.028
H -4.161 -3.475 2.437 0.164 0.031 0.041
H -3.808 -4.820 1.341 0.121 0.012 0.036
H -2.123 -2.279 1.657 -0.255 0.034 -0.163
H -1.343 -5.103 2.253 -0.120 0.011 0.169
H -1.846 -3.910 3.492 0.018 0.048 0.040
H 1.873 -3.795 2.833 -0.119 0.033 -0.361
H 0.898 -5.261 2.573 0.065 -0.186 0.397
H 0.830 -4.244 4.117 -0.293 -0.545 -0.024
H -1.827 -2.926 -0.529 -0.296 -0.095 -0.006
H -0.638 -3.582 0.249 0.005 -0.272 -0.153
C 5.675 0.443 0.119 -0.134 0.500 0.117
C 4.163 0.727 0.021 0.627 -0.723 0.450
C 3.865 2.169 -0.295 -0.314 0.614 0.116
O 4.239 2.945 0.835 -0.026 -0.320 0.201
C 3.774 4.274 0.822 0.647 -0.063 0.032
N 3.512 -0.184 -0.944 -0.446 0.322 0.327
H 6.242 1.221 -0.397 0.052 -0.182 -0.194
H 5.940 -0.532 -0.284 -0.043 -0.030 -0.048
H 5.989 0.496 1.162 0.046 -0.096 -0.022
H 3.767 0.564 1.032 -0.211 0.133 -0.089
H 2.786 2.254 -0.501 0.080 0.177 0.030
H 4.417 2.592 -1.145 -0.091 -0.476 -0.278
H 3.614 4.619 -0.204 -0.259 0.095 0.079
H 4.565 4.889 1.258 -0.057 0.063 -0.025
H 2.892 4.386 1.455 -0.235 0.006 -0.279
H 3.530 -1.115 -0.536 0.324 -0.041 -0.154
H 2.515 0.032 -0.891 0.063 0.055 -0.314
C -1.931 4.575 -0.732 -0.748 -0.198 -0.537
C -0.686 4.302 -1.555 0.196 -0.082 0.626
C -0.811 3.026 -2.363 -0.860 -0.039 -0.250
O 0.475 2.692 -2.827 0.102 -0.182 0.010
C 0.468 1.637 -3.760 -0.072 -0.276 -0.446
N -0.346 5.469 -2.340 0.168 0.481 -0.031
H -2.798 4.649 -1.404 0.088 0.088 0.048
H -1.873 5.521 -0.200 0.178 -0.030 0.107
H -2.177 3.754 -0.056 0.228 0.049 0.119
H 0.151 4.154 -0.856 0.015 -0.064 -0.084
H -1.535 3.187 -3.184 0.377 0.171 -0.196
H -1.276 2.194 -1.814 0.266 0.081 0.270
H -0.114 1.901 -4.654 -0.013 0.033 0.105
H 0.047 0.710 -3.349 -0.012 0.110 0.158
H 1.491 1.436 -4.077 0.064 0.103 0.147
H -1.069 5.734 -2.997 -0.086 -0.138 0.011
H 0.520 5.355 -2.848 -0.009 -0.158 -0.031
C 2.475 0.619 8.848 -0.195 -0.251 0.018
C 2.085 -0.671 8.108 1.276 0.660 -0.035
C 1.173 -0.334 6.953 -0.931 -2.011 0.121
O 0.799 -1.571 6.324 -0.115 -0.038 0.120
C 0.027 -1.324 5.168 -0.136 0.457 0.305
N 3.323 -1.346 7.672 -0.261 0.032 -0.341
H 3.404 0.446 9.389 -0.026 0.033 0.056
H 1.701 0.900 9.563 0.015 0.091 -0.025
H 2.624 1.459 8.164 0.057 -0.042 -0.046
H 1.597 -1.330 8.824 -0.240 -0.122 -0.193
H 1.664 0.234 6.163 0.081 0.649 0.357
H 0.239 0.080 7.354 0.178 0.697 -0.328
H 0.662 -0.815 4.431 -0.229 -0.130 -0.272
H -0.830 -0.676 5.403 0.130 0.085 -0.040
H -0.400 -2.243 4.777 0.375 -0.177 -0.048
H 3.073 -2.154 7.107 -0.084 -0.073 0.171
H 3.801 -0.738 7.008 0.106 0.068 0.206
C -0.470 -1.896 -5.525 0.954 0.193 -0.097
C -0.079 -2.962 -4.523 -0.608 -0.429 0.793
C 1.267 -2.672 -3.889 0.657 0.132 0.026
O 1.625 -3.800 -3.111 -0.152 -0.052 -0.068
C 2.306 -3.516 -1.920 0.005 -0.051 0.321
N -1.106 -3.107 -3.446 0.861 0.393 0.093
H -1.395 -2.098 -6.055 -0.123 -0.047 0.121
H 0.350 -1.809 -6.249 -0.230 -0.055 -0.153
H -0.505 -0.916 -5.040 -0.303 -0.064 0.049
H -0.011 -3.955 -4.977 0.049 0.164 -0.331
H 1.225 -1.776 -3.249 -0.253 -0.041 -0.024
H 2.071 -2.476 -4.617 -0.199 -0.077 -0.114
H 3.242 -2.969 -2.084 0.011 -0.087 -0.085
H 2.510 -4.484 -1.462 0.178 0.067 0.047
H 1.694 -2.935 -1.213 -0.071 0.045 -0.179
H -0.843 -3.932 -2.908 -0.196 -0.197 -0.239
H -0.850 -2.378 -2.770 -0.545 0.168 -0.062
C -6.413 0.601 -6.732 -0.288 -0.338 0.276
C -6.042 0.462 -5.263 -0.322 1.002 0.149
C -4.572 0.194 -5.070 0.714 -0.083 0.132
O -4.286 0.169 -3.689 -0.271 -0.305 0.086
C -2.936 -0.150 -3.431 0.061 0.061 -0.637
N -6.454 1.738 -4.608 0.578 -0.314 0.010
H -6.165 -0.276 -7.331 0.124 0.003 0.038
H -5.925 1.481 -7.150 0.018 -0.004 -0.104
H -7.492 0.744 -6.770 0.020 0.106 -0.205
H -6.633 -0.305 -4.760 0.106 -0.252 -0.199
H -3.958 0.991 -5.536 -0.250 0.026 -0.068
H -4.237 -0.742 -5.544 -0.244 -0.069 0.062
H -2.638 -1.116 -3.852 -0.289 -0.106 0.115
H -2.788 -0.183 -2.356 0.159 0.215 0.015
H -2.309 0.596 -3.948 0.159 0.063 0.461
H -5.822 2.455 -4.965 -0.218 0.085 -0.071
H -6.187 1.669 -3.628 -0.141 -0.055 0.007
```
Positions in Å, forces in eV/Å.

=====

(2)
Here is a structure of composition C3H7N3S from the Open Molecules 2025 dataset. Energies are from wB97M-V/def2-TZVPD.

Summary:
- frontier orbital gap (eV) = 8.952
- molecular weight (g/mol) = 117.2
- highest occupied orbital energy (Ha) = -0.3187
- ΔE to the lowest compared entry with this formula, charge and spin (eV) = 6.754
- LUMO level (eV) = 0.28

```
14
Properties=species:S:1:pos:R:3:forces:R:3
C 0.456 -0.580 -0.349 -0.432 3.082 -1.106
C 1.641 -0.485 0.489 3.831 -1.984 3.586
C 1.708 -1.157 1.745 0.514 -0.666 1.230
H 0.133 0.135 -3.106 -0.318 0.512 -2.469
H -1.016 0.331 -2.042 -0.174 -0.928 -0.169
H -0.900 -0.809 1.315 0.459 1.538 -2.580
H -2.416 1.504 -0.251 2.176 0.157 2.455
H 2.764 0.056 0.141 -3.694 -2.072 0.653
H 2.737 -1.470 2.230 -1.918 1.517 -1.178
H 0.864 -1.675 2.704 1.927 1.723 -3.966
N -0.393 -0.391 -2.459 -1.898 1.675 -0.453
N 0.642 -0.581 -1.659 1.035 -1.223 6.164
N -0.801 -0.211 0.401 -0.313 -1.358 1.298
S -1.321 1.472 0.858 -1.195 -1.974 -3.463
```
Positions in Å, forces in eV/Å.

=====

(3)
Here is a structure of composition C9H19FN2OP from the Open Molecules 2025 dataset. Energies are from wB97M-V/def2-TZVPD.

Summary:
- frontier orbital gap (alpha / beta) (eV) = 9.062 / 9.061
- molecular weight (g/mol) = 221.2
- highest occupied orbital energy (alpha / beta) (Ha) = -0.5230 / -0.5229
- ΔE to the lowest compared entry with this formula, charge and spin (eV) = 2.715
- LUMO level (alpha / beta) (eV) = -5.17 / -5.17
- charge = +1

```
33
Properties=species:S:1:pos:R:3:forces:R:3
C 3.197 -0.732 -0.200 -0.382 -0.825 -0.706
C 0.418 -0.678 2.216 -1.189 -1.364 -3.250
C -0.312 -2.434 0.475 1.785 -0.121 -0.329
C -1.330 -0.095 -2.244 0.595 -0.974 0.336
C -3.053 0.780 -0.571 -1.015 -1.483 -1.788
C 3.254 0.657 0.014 -1.781 1.179 1.395
C 2.056 1.401 -0.531 -1.126 -2.543 -2.265
C -0.697 -1.158 1.161 1.288 -0.240 1.830
C -1.866 -0.192 -0.803 -2.999 0.046 -1.004
N 2.979 -1.772 -0.609 -0.023 -1.220 -0.029
N -0.794 -0.059 0.127 1.262 -1.292 3.000
O 0.804 2.167 2.013 -0.689 -3.893 -3.164
F -0.337 2.037 -0.917 -0.088 0.815 0.131
P 0.334 1.068 0.075 0.941 2.688 3.000
H -0.115 0.040 2.744 -0.036 1.469 1.479
H 0.885 -1.473 2.803 -0.099 0.235 -0.267
H 1.144 -0.208 1.503 0.497 -0.244 1.004
H -0.086 -3.266 1.185 -0.161 0.822 -0.422
H 0.642 -2.150 -0.082 -1.153 -1.031 0.430
H -1.078 -2.789 -0.199 -0.053 -0.088 -0.349
H -1.409 0.901 -2.660 0.201 0.259 0.145
H -0.264 -0.489 -2.307 -1.336 0.397 -0.105
H -1.980 -0.693 -2.853 -0.051 -0.501 -0.515
H -2.870 1.811 -0.411 0.447 0.887 0.361
H -3.794 0.351 0.104 0.373 0.372 0.517
H -3.598 0.696 -1.543 0.256 0.373 0.563
H 4.043 1.057 -0.524 2.055 0.842 -0.591
H 3.271 0.904 1.062 0.676 0.079 0.533
H 1.963 1.298 -1.665 0.056 -0.029 1.332
H 2.115 2.418 -0.309 0.081 1.775 0.483
H -1.621 -1.292 1.747 -0.063 0.586 -0.663
H -2.496 -1.149 -0.569 2.262 1.020 -0.641
H 0.596 3.043 1.769 -0.532 2.005 -0.450
```
Positions in Å, forces in eV/Å.

=====

(4)
Here is the molecule C3H4N2O from the Open Molecules 2025 dataset. Energies are from wB97M-V/def2-TZVPD.

Summary:
- frontier orbital gap (eV) = 11.853
- molecular weight (g/mol) = 84.1
- highest occupied orbital energy (Ha) = -0.4070
- ΔE to the lowest compared entry with this formula, charge and spin (eV) = 1.570
- LUMO level (eV) = 0.78
- SMILES = [H]/N=C/OCC#N

```
10
Properties=species:S:1:pos:R:3:forces:R:3
N -0.322 1.904 0.005 0.200 -0.132 0.040
C 0.324 1.123 0.752 -0.013 0.200 -0.105
O 0.114 -0.206 0.774 0.244 -0.083 0.175
C -0.449 -0.786 -0.390 -0.073 -0.028 -0.146
C 0.194 -2.101 -0.526 0.444 -0.828 -0.096
N 0.752 -3.110 -0.599 -0.590 0.880 -0.004
H 0.007 2.858 0.119 -0.040 -0.019 -0.012
H 1.139 1.364 1.436 -0.221 0.122 0.115
H -0.226 -0.157 -1.254 -0.054 -0.111 -0.042
H -1.534 -0.889 -0.318 0.104 -0.001 0.076
```
Positions in Å, forces in eV/Å.

=====

(5)
Here is a cluster of 3 separate species, C3H7NO2S in total from the Open Molecules 2025 dataset. Energies are from wB97M-V/def2-TZVPD.

Summary:
- frontier orbital gap (eV) = 3.892
- molecular weight (g/mol) = 121.2
- highest occupied orbital energy (Ha) = -0.3357
- ΔE to the lowest compared entry with this formula, charge and spin (eV) = 8.406
- LUMO level (eV) = -5.24

```
14
Properties=species:S:1:pos:R:3:forces:R:3
C -0.660 -0.999 -0.572 0.553 -0.205 1.202
C -0.453 -0.257 0.817 -0.326 0.283 3.543
S -2.930 0.550 -0.165 1.169 -0.160 -0.867
N 0.426 -1.407 0.311 -2.318 0.676 -2.536
C 2.355 0.994 -0.440 0.453 0.217 -0.570
O 1.825 1.194 0.675 -0.188 0.179 0.189
O 2.652 -0.112 -0.931 -0.449 -0.370 0.060
H -0.607 -0.186 -1.291 0.728 -0.618 -0.691
H -1.589 -1.536 -0.538 0.134 -0.569 -0.194
H -0.866 -0.619 1.754 -0.655 -0.156 -0.395
H -0.011 0.717 0.994 0.092 0.010 -1.108
H -3.994 0.814 0.587 0.025 -0.025 0.947
H 1.284 -1.039 -0.124 0.774 0.743 0.130
H 2.567 1.886 -1.078 0.007 -0.007 0.291
```
Positions in Å, forces in eV/Å.

=====

(6)
Here is a cluster of 2 separate species, C7H12O in total from the Open Molecules 2025 dataset. Energies are from wB97M-V/def2-TZVPD.

Summary:
- frontier orbital gap (eV) = 9.653
- molecular weight (g/mol) = 112.2
- highest occupied orbital energy (Ha) = -0.3303
- ΔE to the lowest compared entry with this formula, charge and spin (eV) = 2.328
- LUMO level (eV) = 0.67
- SMILES = C=CC(=C)C(=C)C.O

```
20
Properties=species:S:1:pos:R:3:forces:R:3
C 2.231 -0.275 0.491 -1.973 -0.283 0.490
C 0.972 0.224 -0.233 -0.563 2.933 -0.980
C 0.935 1.584 -0.643 0.361 -4.656 0.517
C -0.778 -0.834 -1.647 -0.148 0.518 -1.186
C -0.229 -0.676 -0.456 0.233 0.063 1.640
C -0.846 -1.413 0.736 0.606 1.485 -0.064
C -0.469 -1.136 2.005 -0.047 -0.643 -0.226
H 3.043 -0.335 -0.184 0.843 -0.248 -0.811
H 2.449 0.511 1.193 0.421 -0.033 0.640
H 2.069 -1.254 0.999 0.209 0.860 -0.360
H 0.162 1.947 -1.319 0.082 0.118 0.419
H 1.869 2.106 -0.502 -0.137 0.553 -0.011
H -1.727 -1.351 -1.702 0.095 -0.220 -0.307
H -0.360 -0.380 -2.568 -0.338 -0.356 0.746
H -1.694 -2.100 0.485 1.230 0.272 0.394
H -0.717 -1.839 2.799 -0.591 0.333 -0.027
H 0.168 -0.304 2.372 -0.210 -0.686 -0.919
H -2.565 2.459 -1.001 -0.736 -0.150 0.273
H -1.772 1.376 -0.397 -2.226 0.090 0.353
O -2.742 1.690 -0.428 2.889 0.050 -0.583
```
Positions in Å, forces in eV/Å.

=====

Q: Which of these has the lowest ΔE to the lowest compared entry with this formula, charge and spin?
A: C26H74N10O8

=====

Q: Which of these has the lowest molecular weight?
A: C3H4N2O

=====

Q: ΔE to the lowest compared entry with this formula, charge and spin of number 1 (C26H74N10O8)?
A: 0.000 eV